DFT (wB97M-V/def2-TZVPD) results for an isolated ion of composition C20H30BrN2O3 and charge +1.

Computed properties:
Energy: -3689.17056 hartree
Structure (SMILES): COc1cc(C[N@H+]2CC[C@H](C(=O)N3CCC(C)CC3)CC2)cc(Br)c1O
Orbital gap: 8.9 eV
Energy relative to the best compared isomer or geometry (same formula, charge and spin): 0.00 kJ/mol
Net charge: +1
Maximum force: 0.71 eV Å⁻¹
2S+1: 1

Each line ends with the Löwdin charge.
Element x y z (Å)
C  -2.17  -3.02  2.27  -0.055
O  -3.23  -2.84  1.36  -0.073
C  -3.57  -1.57  1.00  -0.188
C  -2.94  -0.41  1.42  0.032
C  -3.37  0.83  0.96  -0.232
C  -2.64  2.07  1.39  -0.072
N  -1.31  2.12  0.74  -0.127
C  -0.41  3.18  1.25  -0.100
C  1.03  2.78  0.91  -0.091
C  1.11  2.01  -0.43  -0.198
C  1.01  0.50  -0.19  -0.361
O  0.24  0.08  0.69  0.021
N  1.72  -0.33  -0.93  -0.020
C  2.65  -0.02  -2.00  -0.127
C  4.07  -0.39  -1.59  -0.136
C  4.15  -1.88  -1.24  -0.389
C  5.55  -2.25  -0.76  -0.063
C  3.10  -2.20  -0.17  -0.135
C  1.71  -1.76  -0.62  -0.113
C  -0.02  2.48  -1.35  -0.089
C  -1.40  2.21  -0.73  -0.093
C  -4.45  0.91  0.09  -0.089
C  -5.08  -0.25  -0.32  -0.584
Br  -6.55  -0.15  -1.53  0.818
C  -4.67  -1.49  0.11  -0.289
O  -5.30  -2.60  -0.31  0.071
H  -2.39  -2.56  3.24  0.105
H  -2.07  -4.09  2.40  0.102
H  -1.23  -2.61  1.88  0.089
H  -2.10  -0.47  2.09  0.114
H  -3.20  2.97  1.13  0.143
H  -2.48  2.05  2.47  0.143
H  -0.78  1.18  0.93  0.114
H  -0.53  3.28  2.33  0.139
H  -0.68  4.13  0.78  0.144
H  1.65  3.67  0.86  0.130
H  1.43  2.15  1.71  0.129
H  2.07  2.25  -0.89  0.134
H  2.59  1.03  -2.29  0.116
H  2.36  -0.62  -2.87  0.139
H  4.75  -0.16  -2.40  0.126
H  4.36  0.20  -0.72  0.127
H  3.92  -2.46  -2.14  0.146
H  6.29  -2.04  -1.53  0.082
H  5.81  -1.70  0.14  0.084
H  5.60  -3.32  -0.53  0.082
H  3.09  -3.27  0.04  0.126
H  3.36  -1.68  0.76  0.129
H  0.97  -1.94  0.16  0.115
H  1.42  -2.30  -1.53  0.139
H  0.11  3.55  -1.52  0.129
H  0.04  1.98  -2.31  0.130
H  -1.81  1.26  -1.09  0.143
H  -2.10  3.00  -1.00  0.145
H  -4.80  1.87  -0.27  0.111
H  -4.90  -3.38  0.11  0.124